C3H36NO16 | the ωB97M-V functional and the def2-TZVPD basis

Properties
Molecular weight, g mol⁻¹: 342.312
Kohn-Sham gap (alpha / beta), eV: 2.40 / 10.02
Calculated total energy, eV: -37942.7125
HOMO (alpha / beta), Eh: -0.095 / -0.378
Lowest unoccupied orbital energy (alpha / beta), eV: -0.181 / -0.269
Energy relative to the best compared isomer or geometry (same formula, charge and spin), kJ/mol: 0.00

Structure (ORCA input):
```
! wB97M-V def2-TZVPD RIJCOSX def2/J DEFGRID3
* xyz 0 2
O -0.132 -1.258 -2.583
C 0.123 -1.108 -1.274
C -1.219 -1.001 -0.515
N -0.963 -0.405 0.830
C -2.193 -0.116 1.669
O 1.233 -1.051 -0.821
H 0.751 -1.335 -3.036
H -1.589 -2.004 -0.316
H -1.946 -0.427 -1.120
H -0.441 -1.157 1.379
H -0.251 0.365 0.855
H -2.220 -1.044 2.261
H -3.117 -0.103 1.063
H -2.379 0.847 2.117
H 4.120 -1.673 0.512
H 2.582 -1.844 0.823
O 3.462 -1.722 1.211
H -0.377 1.748 -2.499
H -1.644 1.950 -1.580
O -1.253 1.389 -2.295
H -4.023 -3.242 0.336
H -2.797 -3.772 0.865
O -3.384 -3.019 1.031
H -2.267 -3.607 -2.207
H -3.320 -2.592 -2.255
O -2.868 -3.151 -1.602
H 1.484 0.005 -5.051
H 2.174 0.622 -3.818
O 1.376 0.167 -4.108
H -1.927 4.017 -2.123
H -2.257 3.969 -0.550
O -2.390 3.557 -1.410
H 3.608 0.026 2.584
H 3.371 1.442 3.256
O 3.300 0.932 2.449
H -1.997 -0.079 -2.945
H -3.501 -0.112 -3.518
O -2.864 -0.511 -2.927
H 1.504 1.531 1.606
H 1.257 1.811 0.088
O 0.844 1.852 0.963
H -0.059 -2.494 3.768
H -0.448 -3.176 2.410
O -0.567 -2.369 2.943
H 2.480 -1.126 4.370
H 1.201 -0.424 3.941
O 2.065 -0.240 4.339
H 3.310 2.640 -1.807
H 2.730 1.364 -1.173
O 2.598 2.347 -1.228
H -1.351 4.686 1.340
H -0.791 3.266 1.821
O -1.494 3.739 1.363
H 4.847 0.752 -0.114
H 3.685 0.678 0.805
O 3.925 0.457 -0.122
*
```